ORCA calculation (wB97M-V/def2-TZVPD) on a molecular structure, C35H25Br3Cl2HgN6O5.

HOMO level (alpha / beta): -3.30 / -5.40 eV
Energy relative to the best compared isomer or geometry (same formula, charge and spin): 0.257 eV
Orbital gap (alpha / beta): 5.456 / 7.435 eV
E: -10849.5265 a.u.

The geometry in ORCA input format:
```
! wB97M-V def2-TZVPD RIJCOSX def2/J DEFGRID3
* xyz -1 2
Hg -0.60 -1.10 1.15
Br 6.01 -0.20 2.98
C 4.19 -0.45 2.52
C 3.25 0.53 2.90
C 1.95 0.29 2.53
N 1.55 -0.78 1.86
C 2.45 -1.74 1.48
C 3.82 -1.56 1.83
C 1.99 -2.87 0.74
C 2.86 -3.87 0.23
C 2.34 -4.90 -0.49
Br 3.50 -6.23 -1.20
C 0.96 -5.01 -0.74
C 0.17 -4.00 -0.22
N 0.64 -2.98 0.50
H 3.53 1.41 3.45
H 1.16 1.01 2.77
H 4.57 -2.30 1.55
H 3.93 -3.81 0.38
H 0.54 -5.81 -1.32
H -0.90 -4.00 -0.39
N -1.01 -2.25 3.45
C -2.43 -2.08 3.71
C -3.01 -0.81 3.06
O -3.89 -0.22 3.67
O -2.58 -0.50 1.89
H -0.70 -3.21 3.57
H -0.44 -1.66 4.04
H -2.69 -2.06 4.77
H -2.96 -2.92 3.26
C -1.54 1.78 4.77
O -1.13 1.78 3.42
C -1.92 2.46 2.54
C -3.01 3.23 2.91
C -3.71 3.91 1.93
Br -5.19 4.99 2.45
C -3.37 3.83 0.60
C -2.28 3.04 0.22
C -1.55 2.36 1.19
O -0.46 1.59 0.95
C -1.95 2.97 -1.21
N -1.97 4.02 -2.00
C -1.61 3.52 -3.24
C -1.46 4.18 -4.47
C -1.08 3.43 -5.56
C -0.84 2.05 -5.46
C -0.98 1.38 -4.26
C -1.37 2.14 -3.16
N -1.59 1.82 -1.84
H -2.54 1.36 4.87
H -1.50 2.79 5.20
H -0.82 1.15 5.30
H -3.32 3.29 3.94
H -3.91 4.37 -0.16
H -0.20 1.50 0.01
H -1.64 5.24 -4.54
H -0.95 3.91 -6.52
H -0.54 1.49 -6.34
H -0.80 0.31 -4.17
H -1.57 0.85 -1.46
Cl -2.01 -2.97 -3.02
C -0.45 -2.21 -2.86
C 0.60 -2.69 -3.65
C 1.85 -2.16 -3.53
Cl 3.15 -2.80 -4.50
C 2.10 -1.10 -2.63
C 3.36 -0.50 -2.44
C 3.50 0.53 -1.56
C 2.36 0.98 -0.87
N 1.17 0.44 -1.01
C 1.02 -0.60 -1.86
C -0.30 -1.21 -1.91
O -1.24 -0.83 -1.11
H 0.42 -3.50 -4.34
H 4.21 -0.87 -3.00
H 4.45 1.01 -1.38
H 2.44 1.81 -0.17
*
```

Mulliken population analysis, charges in e, atoms 1 to 4: Hg 2.424; Br -0.208; C -0.099; C -0.993